## one
Molecular formula: C6H4N2O2S
Method: DFT, ωB97M-V/def2-TZVPD

The value obtained for the lowest unoccupied orbital energy is 0.018 Ha. As for the charge: 0.

Each line ends with the Mulliken charge.
Atoms and positions in Å:
1 C 0.58045 -1.26684 0.94410  -0.467
2 C 0.13229 -0.00255 0.54504  0.212
3 C 2.37113 -0.02476 0.37829  -0.597
4 C 0.83752 2.04515 -0.14509  -0.559
5 C -0.49284 2.24506 -0.28020  -0.248
6 C -2.85058 -1.70427 -1.14820  0.766
7 N 1.18150 0.79047 0.28684  0.290
8 N 1.90865 -1.17124 0.83844  0.080
9 O -2.53930 -1.79158 -2.25105  -0.365
10 O -3.12291 -1.65948 -0.02369  -0.398
11 S -1.38033 0.85827 0.19065  -0.148
12 H 0.19119 -2.24014 0.85168  0.352
13 H 1.62316 2.74906 -0.44210  0.386
14 H -0.91588 3.18669 -0.51212  0.438
15 H 2.47594 -2.01383 0.76742  0.256



## two
Molecular formula: C6H4N2O2S
Method: DFT, ωB97M-V/def2-TZVPD

The value obtained for the lowest unoccupied orbital energy is -0.016 Ha. As for the charge: 0. As for the SMILES: C#CSc1cnc(O)[nH]c1=O.

Each line ends with the Mulliken charge.
Atoms and positions in Å:
1 C -2.45517 0.12574 1.69754  -0.253
2 C -2.67867 -0.27343 0.43300  -0.021
3 S -2.46549 -0.18412 -1.25492  -0.108
4 C -0.72964 -0.17558 -1.07376  0.022
5 C -0.01850 -1.33216 -0.56559  -0.054
6 N 1.29032 -1.27180 -0.09239  -0.556
7 C 1.85594 -0.05940 -0.29710  0.431
8 O 3.16083 0.11439 -0.10013  -0.425
9 N 1.13535 1.03553 -0.45597  -0.072
10 C -0.17353 1.14892 -0.75398  0.478
11 O -0.76163 2.23990 -0.29712  -0.649
12 H -2.28041 -0.15383 2.84399  0.269
13 H -0.68753 -2.36763 -0.19757  0.268
14 H 3.35345 -0.75893 0.08505  0.374
15 H 1.45468 1.91240 0.02894  0.296



Of them, the most stable is one and the least stable is two.



## one
Molecular formula: C9H15N3O6
Method: DFT, ωB97M-V/def2-TZVPD

The value obtained for the lowest unoccupied orbital energy is 0.015 Ha. As for the charge: 0. As for the SMILES: NC(=O)C[C@H](N)C(=O)N[C@@H](CCC(=O)O)C(=O)O.

Each line ends with the Mulliken charge.
Atoms and positions in Å:
1 N 4.02142 0.19964 1.57490  -0.463
2 C 4.43240 0.10749 0.30314  0.310
3 O 5.49618 0.42570 -0.15221  -0.604
4 C 3.50035 -0.48559 -0.67835  -1.045
5 C 2.00481 -0.11584 -0.75268  0.069
6 N 1.87433 1.32179 -0.88297  -0.572
7 C 1.17255 -0.78654 0.38176  0.526
8 O 1.80653 -1.42688 1.23421  -0.809
9 N -0.08312 -0.39350 0.60211  -0.092
10 C -1.01398 0.41620 -0.19090  0.121
11 C -1.94161 -0.46919 -1.06104  -0.993
12 C -3.03857 -1.25809 -0.37420  -0.743
13 C -4.27678 -0.39267 -0.02128  0.577
14 O -4.35420 0.81545 -0.13605  -0.576
15 O -5.32241 -1.16698 0.43613  -0.468
16 C -1.91417 1.22045 0.71542  0.180
17 O -2.02408 0.79685 1.84678  -0.628
18 O -2.44782 2.29882 0.22970  -0.453
19 H 4.92869 0.21405 2.01610  0.304
20 H 3.32591 -0.52579 1.97607  0.336
21 H 3.54965 -1.53520 -0.67495  0.455
22 H 3.84906 -0.21905 -1.71588  0.366
23 H 1.62051 -0.48211 -1.69528  0.374
24 H 1.88689 1.79784 0.04688  0.252
25 H 2.61675 1.62369 -1.50807  0.294
26 H -0.41650 -0.56835 1.51956  0.300
27 H -0.31647 0.95383 -0.92166  0.482
28 H -1.23366 -1.06421 -1.56459  0.600
29 H -2.39976 0.32922 -1.74020  0.348
30 H -2.67231 -1.74329 0.66544  0.257
31 H -3.37181 -1.97186 -1.04059  0.495
32 H -6.02457 -0.51340 0.68933  0.366
33 H -3.23417 2.59756 0.87333  0.435



## two
Molecular formula: C9H15N3O6
Method: DFT, ωB97M-V/def2-TZVPD

The value obtained for the lowest unoccupied orbital energy is 0.011 Ha. As for the charge: 0. As for the SMILES: NC(=O)CC[C@H](N)C(=O)N[C@@H](CC(=O)O)C(=O)O.

Each line ends with the Mulliken charge.
Atoms and positions in Å:
1 N 5.57901 1.22795 -0.15049  -0.384
2 C 4.52308 0.36356 0.18561  0.392
3 O 4.15074 0.09959 1.34279  -0.635
4 C 3.83990 -0.38340 -0.98469  -0.510
5 C 2.33377 -0.12500 -1.17101  -0.646
6 C 1.44710 -0.09623 0.03642  0.148
7 N 1.54833 -1.06253 1.19520  -0.599
8 C 0.04122 -0.16190 -0.55306  0.388
9 O -0.40896 -0.95718 -1.39140  -0.674
10 N -0.84142 0.75701 0.05485  -0.097
11 C -2.32808 0.68313 -0.23468  0.119
12 C -3.12778 -0.48142 0.51418  -0.519
13 C -2.39746 -1.79683 0.40181  0.472
14 O -1.32168 -2.14031 0.96262  -0.550
15 O -3.24676 -2.55339 -0.40887  -0.498
16 C -3.04094 1.92163 0.04113  0.271
17 O -2.84370 2.71659 1.11783  -0.592
18 O -4.12188 1.98384 -0.91889  -0.431
19 H 6.01710 1.83077 0.54072  0.233
20 H 5.94755 1.44696 -1.05474  0.201
21 H 4.06162 -1.43703 -0.88603  0.340
22 H 4.11906 -0.07475 -2.14228  0.269
23 H 1.93398 -1.00159 -1.68545  0.349
24 H 2.07536 0.86993 -1.59116  0.342
25 H 1.44012 0.95818 0.40027  0.045
26 H 2.44592 -0.94009 1.66729  0.331
27 H 0.77778 -1.01611 1.92849  0.237
28 H -0.56963 1.49497 0.76219  0.340
29 H -2.59062 0.38750 -1.28555  0.273
30 H -3.33440 -0.22861 1.63536  0.328
31 H -4.08422 -0.63531 -0.11687  0.288
32 H -2.98931 -3.54498 -0.46472  0.385
33 H -4.65853 2.69885 -0.45134  0.385



Of them, the most stable is one and the least stable is two.



## one
Molecular formula: C4H3N3
Method: DFT, ωB97M-V/def2-TZVPD

The value obtained for the lowest unoccupied orbital energy is -0.012 Ha. As for the charge: 0. As for the SMILES: [H]/N=C(\C#N)N=C=C.

Each line ends with the Mulliken charge.
Atoms and positions in Å:
1 H 1.47209 1.89117 -0.21616  0.248
2 N 0.66652 1.28531 -0.08976  -0.576
3 C 0.99126 0.05626 0.00903  0.540
4 C 2.33745 -0.45423 0.00463  0.155
5 N 3.45424 -0.74518 0.03536  -0.368
6 N 0.04548 -0.92210 0.28023  -0.485
7 C -1.06298 -0.41224 0.10156  0.831
8 C -2.22504 0.02804 -0.22272  -0.917
9 H -2.52345 -1.05376 -0.28473  0.286
10 H -2.80521 0.81239 0.25827  0.284



## two
Molecular formula: C4H3N3
Method: DFT, ωB97M-V/def2-TZVPD

The value obtained for the lowest unoccupied orbital energy is 0.030 Ha. As for the charge: 0. As for the SMILES: C#Cc1cnn[nH]1.

Each line ends with the Mulliken charge.
Atoms and positions in Å:
1 C 0.76194 2.23571 1.02405  0.235
2 C 0.40150 1.18810 0.55015  -0.554
3 C 0.00352 -0.06745 -0.00288  0.124
4 C 0.34140 -1.35715 0.33522  -0.328
5 N -0.30112 -2.21186 -0.51342  -0.272
6 N -1.01062 -1.51594 -1.35476  -0.589
7 N -0.86993 -0.24717 -1.03528  0.268
8 H 0.95588 3.17894 1.46539  0.448
9 H 1.04574 -1.70056 1.08980  0.412
10 H -1.32830 0.49738 -1.55827  0.254



Of them, the most stable is two and the least stable is one.



## one
Molecular formula: C4H3N3
Method: DFT, ωB97M-V/def2-TZVPD

The value obtained for the lowest unoccupied orbital energy is 0.020 Ha. As for the charge: 0. As for the SMILES: N#Cc1ncc[nH]1.

Each line ends with the Mulliken charge.
Atoms and positions in Å:
1 N -2.95303 -1.11510 -1.11923  -0.403
2 C -2.01995 -0.64830 -0.62276  0.277
3 C -0.79956 -0.16006 -0.04973  0.273
4 N -0.55209 0.05655 1.21597  -0.524
5 C 0.79084 0.34206 1.26364  -0.288
6 C 1.34866 0.26951 0.02042  -0.278
7 N 0.31745 -0.04096 -0.83406  -0.130
8 H 1.26738 0.60778 2.19598  0.399
9 H 2.37404 0.32525 -0.31636  0.390
10 H 0.22626 0.36328 -1.75387  0.283



## two
Molecular formula: C4H3N3
Method: DFT, ωB97M-V/def2-TZVPD

The value obtained for the lowest unoccupied orbital energy (alpha / beta) is -0.108 / -0.109 Ha. As for the charge: 0.

Each line ends with the Mulliken charge.
Atoms and positions in Å:
1 C -1.01144 -1.39528 0.02087  0.252
2 C -1.64163 1.36923 -0.05265  -0.241
3 C 1.22408 0.00956 0.55663  -0.348
4 C 0.17985 -0.74755 -0.03097  0.477
5 N -1.94922 -2.02389 0.28647  -0.288
6 N -2.39899 2.23574 -0.10488  -0.419
7 N 1.13107 -0.31226 -0.87918  -0.277
8 H 1.04879 0.98724 0.82322  0.283
9 H 2.13314 -0.29138 1.13084  0.229
10 H 1.28434 0.16859 -1.75034  0.332



## three
Molecular formula: C4H3N3
Method: DFT, ωB97M-V/def2-TZVPD

The value obtained for the lowest unoccupied orbital energy is -0.016 Ha. As for the charge: 0. As for the SMILES: [H]/N=C(\C#N)N=C=C.

Each line ends with the Mulliken charge.
Atoms and positions in Å:
1 H 1.55311 1.85630 -0.28906  0.253
2 N 0.73511 1.28042 -0.11239  -0.546
3 C 1.02654 0.05318 0.03460  0.601
4 C 2.38027 -0.47601 0.00754  0.110
5 N 3.47931 -0.83691 0.01418  -0.350
6 N 0.03504 -0.84191 0.44720  -0.444
7 C -1.12112 -0.49364 0.19782  0.790
8 C -2.35535 -0.20109 -0.07247  -0.939
9 H -2.87079 -1.00511 -0.56888  0.252
10 H -2.86213 0.66475 0.34146  0.271



## four
Molecular formula: C4H3N3
Method: DFT, ωB97M-V/def2-TZVPD

The value obtained for the lowest unoccupied orbital energy is 0.016 Ha. As for the charge: 0. As for the SMILES: [H]/N=C\C(C#N)C#N.

Each line ends with the Mulliken charge.
Atoms and positions in Å:
1 H -0.70993 0.40910 -1.92435  0.279
2 N -0.22326 1.03669 -1.21281  -0.540
3 C 0.16043 0.56547 -0.11816  -0.190
4 C 0.19191 -1.01496 0.56572  0.283
5 C 1.43955 -1.67567 0.31769  0.157
6 N 2.33510 -2.38100 0.15896  -0.349
7 C -0.70231 -1.83368 -0.21184  -0.043
8 N -1.29489 -2.52109 -0.89842  -0.344
9 H 0.31125 1.33811 0.52854  0.436
10 H -0.23002 -0.90802 1.49633  0.310



Of them, the most stable is one and the least stable is two.



## one
Molecular formula: C4H3N3
Method: DFT, ωB97M-V/def2-TZVPD

The value obtained for the lowest unoccupied orbital energy is -0.040 Ha. As for the charge: 0.

Each line ends with the Mulliken charge.
Atoms and positions in Å:
1 N 3.20027 -0.80161 0.38940  -0.339
2 C 2.07513 -0.65827 0.16705  0.165
3 C 0.66808 -0.46165 -0.10709  0.565
4 N -0.04648 -1.27741 -0.88056  -0.473
5 C -1.33554 -0.79810 -0.93976  -0.344
6 C -1.34076 0.45527 -0.08580  -0.214
7 N 0.02526 0.57323 0.41514  -0.134
8 H -2.06209 0.35737 0.73398  0.286
9 H -1.61535 1.32475 -0.69485  0.284
10 H 0.43148 1.28642 1.00248  0.204



## two
Molecular formula: C4H3N3
Method: DFT, ωB97M-V/def2-TZVPD

The value obtained for the lowest unoccupied orbital energy (alpha / beta) is -0.069 / -0.032 Ha. As for the charge: 0.

Each line ends with the Mulliken charge.
Atoms and positions in Å:
1 C 2.16880 0.60645 -0.14222  0.782
2 C -1.40705 0.76046 -0.91057  -0.672
3 C -1.77948 -0.22593 -0.15040  0.072
4 C 1.00917 0.14440 0.15365  -0.284
5 N 3.23519 0.95815 -0.50377  -0.463
6 N -1.00713 -0.98537 0.76289  -0.868
7 N 0.31732 -0.73433 0.75761  0.278
8 H -0.70639 1.57140 -0.90314  0.397
9 H -2.70825 -0.58471 -0.34269  0.431
10 H 0.87785 -1.51052 1.27865  0.328



Of them, the most stable is one and the least stable is two.



## one
Molecular formula: C2H5FIN
Method: DFT, ωB97M-V/def2-TZVPD

The value obtained for the lowest unoccupied orbital energy (alpha / beta) is -0.007 / 0.007 Ha. As for the charge: 0.

Each line ends with the Mulliken charge.
Atoms and positions in Å:
1 C -0.51200 -1.62819 -1.70585  -0.752
2 C -0.07951 0.60877 1.03727  0.080
3 N 0.74674 1.74264 0.89399  -0.377
4 F -1.38658 0.86804 1.21660  -0.204
5 I 0.68643 -1.00761 2.14741  0.038
6 H -0.08087 -2.45681 -1.05380  0.246
7 H -1.42437 -1.73093 -2.33369  0.272
8 H 0.08283 -0.66074 -1.81155  0.240
9 H 1.32877 1.71623 0.05057  0.239
10 H 0.63856 2.54859 1.55903  0.218



## two
Molecular formula: C2H5FIN
Method: DFT, ωB97M-V/def2-TZVPD

The value obtained for the lowest unoccupied orbital energy (alpha / beta) is -0.015 / 0.004 Ha. As for the charge: 0.

Each line ends with the Mulliken charge.
Atoms and positions in Å:
1 C -1.24220 1.03799 -0.90135  -0.793
2 C 0.75754 -0.45312 0.00097  0.077
3 N 0.22030 -0.95289 1.16828  -0.446
4 F 0.72443 -1.33536 -1.14232  -0.237
5 I 2.72280 0.50570 0.13451  -0.008
6 H -0.63733 1.94132 -0.67997  0.283
7 H -1.20501 0.62953 -1.94122  0.281
8 H -1.96383 0.66773 -0.15084  0.304
9 H 0.15065 -0.20594 1.97013  0.304
10 H 0.47267 -1.83496 1.54181  0.235



Of them, the most stable is two and the least stable is one.



## one
Molecular formula: C4H10NOS2
Method: DFT, ωB97M-V/def2-TZVPD

The value obtained for the lowest unoccupied orbital energy is 0.127 Ha. As for the charge: -1.

Each line ends with the Mulliken charge.
Atoms and positions in Å:
1 C 0.72650 -0.72082 2.53111  -1.068
2 C 0.06557 -0.18387 1.22023  -0.261
3 C 0.96181 0.81189 0.57457  -0.357
4 C -0.33888 0.85262 -1.27723  -0.448
5 N 0.43568 0.66632 -2.27062  0.262
6 O 0.20259 0.95922 -3.62056  -0.590
7 S 2.48766 0.20814 -0.03343  -0.413
8 S -1.14870 -1.29053 -4.75506  -0.636
9 H 0.26436 -1.64664 2.92822  0.335
10 H 0.59236 0.03780 3.42295  0.248
11 H 1.75700 -1.01081 2.35212  0.317
12 H -0.83617 0.29160 1.54999  0.219
13 H -0.09015 -1.03015 0.47517  0.277
14 H 0.85505 1.85522 0.60345  0.416
15 H -1.26597 1.33236 -1.65967  0.289
16 H 1.33737 0.19636 -2.09488  0.082
17 H -2.43231 -0.92879 -4.35168  0.064
18 H -0.50108 0.00529 -4.13282  0.264



## two
Molecular formula: C4H10NOS2
Method: DFT, ωB97M-V/def2-TZVPD

The value obtained for the lowest unoccupied orbital energy is 0.125 Ha. As for the charge: -1.

Each line ends with the Mulliken charge.
Atoms and positions in Å:
1 S -1.94380 -1.26206 -2.18194  -0.589
2 S -0.01453 -0.21506 -1.49481  -0.023
3 C -0.46648 -0.49888 0.34525  -0.925
4 C 0.33591 0.67502 1.17852  0.060
5 C 1.66124 0.58143 0.43372  -0.456
6 O 1.35579 0.53734 -0.92462  -0.416
7 N 0.15700 0.41652 2.56635  -0.385
8 C 1.01105 1.26571 3.47288  -0.940
9 H -2.92962 -0.42092 -1.74606  0.017
10 H -0.06493 -1.56157 0.54086  0.262
11 H -1.43335 -0.38595 0.78645  0.457
12 H -0.19996 1.65698 0.88237  0.261
13 H 2.44057 1.38508 0.62756  0.256
14 H 2.41026 -0.29864 0.72434  0.128
15 H 0.39400 -0.60975 2.73172  0.311
16 H 0.70802 0.99677 4.49435  0.339
17 H 2.03552 1.18532 3.31427  0.334
18 H 0.77713 2.33256 3.32240  0.308



Of them, the most stable is two and the least stable is one.